C24H29N9O8S2Y | ωB97M-V with the def2-TZVPD basis set

The value obtained for the calculated total energy is -77876.23174 eV. The relative energy (zero: lowest compared OMol25 entry of this formula, charge and spin) comes out at 30.1 kcal/mol.

The geometry in ORCA input format:
```
! wB97M-V def2-TZVPD RIJCOSX def2/J DEFGRID3
* xyz -1 1
Y -0.496 -0.238 -0.035
S 3.429 2.509 -1.256
S -3.375 0.610 -1.678
O 1.444 0.042 0.907
O -2.000 2.874 2.652
O -1.863 0.970 1.463
O -0.259 1.789 -3.832
O 0.019 0.255 -2.214
O -4.540 -0.485 5.201
O 3.496 -0.759 1.246
O 0.668 -4.319 -1.166
N -4.344 0.195 3.036
N 2.800 4.120 0.751
N -2.081 -2.200 -0.344
N -0.570 2.117 -0.460
N -3.934 -1.512 -3.250
N 0.579 -2.192 -0.281
N 3.658 2.065 1.346
N -2.385 -0.191 -4.057
N -0.641 -1.681 2.922
C -0.233 4.773 -0.795
C -0.099 2.548 -1.609
C 3.257 2.204 2.731
C 0.091 3.910 -1.826
C -2.462 -1.238 -5.053
C 0.235 -0.970 3.634
C -3.868 -0.289 4.205
C -1.382 -3.097 -1.292
C -2.400 -0.584 4.121
C 2.251 4.353 2.073
C -0.054 1.444 -2.670
C 3.286 2.906 0.372
C 1.964 -2.197 0.126
C -0.772 4.293 0.403
C -3.225 -0.368 -3.041
C -0.933 2.926 0.528
C 0.089 -3.263 -0.899
C 2.359 -0.884 0.810
C 3.145 3.674 3.094
C -1.926 -1.493 3.185
C -3.640 -2.105 -4.546
C -1.482 0.143 4.859
C -0.133 -0.067 4.619
C -1.649 2.225 1.683
H -0.099 5.841 -0.930
H 2.413 4.632 -0.028
H 2.193 5.431 2.238
H -4.824 -1.592 -2.788
H -3.009 -1.950 -0.675
H 2.733 3.785 4.097
H -1.416 -2.638 -2.286
H -2.637 -2.069 2.602
H -1.823 -4.096 -1.354
H 4.135 4.135 3.076
H -3.344 -3.149 -4.432
H -1.529 -1.803 -5.096
H -3.673 0.533 2.348
H -1.652 0.522 -4.034
H -2.653 -0.819 -6.042
H 0.631 0.480 5.153
H 2.298 1.692 2.880
H 3.997 1.695 3.350
H -2.167 -2.690 0.543
H 2.642 -2.353 -0.722
H 3.827 1.103 1.045
H 2.180 -3.010 0.831
H 1.281 -1.114 3.391
H -1.087 4.942 1.207
H -5.288 0.545 3.034
H -4.502 -2.061 -5.216
H 1.234 3.948 2.155
H -1.821 0.881 5.573
H 0.467 4.252 -2.778
*
```

=====

C24H29NO6 | ωB97M-V with the def2-TZVPD basis set

The value obtained for the calculated total energy is -39132.54473 eV. The SMILES is COc1cccc(/C=C/C(=O)OCC(=O)c2cc(C)n(C[C@H]3CCCO3)c2C)c1OC. The relative energy (zero: lowest compared OMol25 entry of this formula, charge and spin) comes out at 17.6 kcal/mol.

The geometry in ORCA input format:
```
! wB97M-V def2-TZVPD RIJCOSX def2/J DEFGRID3
* xyz 0 1
O 4.840 -4.354 2.391
O -2.779 3.043 -4.350
O -4.638 0.366 0.286
O -1.838 -1.289 1.264
O 2.070 -3.928 1.811
O -1.924 0.556 2.551
N -1.320 1.878 -1.922
C -0.852 1.982 -3.277
C -1.295 -0.498 1.998
C 2.919 -2.949 2.212
C 0.535 3.279 -0.955
C -3.288 0.728 2.201
C 0.916 -1.532 2.031
C -0.652 3.508 -5.312
C 0.111 -0.533 2.414
C -2.435 1.222 -1.515
C -3.572 0.784 0.693
C -1.446 2.184 0.272
C 6.202 -4.527 2.691
C -0.719 2.484 -0.840
C 2.321 -1.679 2.358
C 4.286 -3.102 2.520
C 2.512 -5.215 1.443
C 4.423 -0.753 3.072
C 3.088 -0.595 2.788
C -1.768 3.780 -6.319
C -2.890 2.913 -5.752
C -3.304 0.457 -2.440
C -1.415 3.223 -4.003
C -2.546 1.376 -0.137
C 5.016 -2.000 2.941
H 5.019 0.085 3.399
H -3.593 1.672 2.660
H 0.035 4.345 -5.208
H -3.707 1.117 -3.207
H -2.061 4.829 -6.292
H -1.379 4.078 -3.317
H -0.084 2.626 -5.610
H -3.891 3.241 -6.036
H 2.625 0.374 2.875
H 6.421 -4.287 3.737
H -2.757 1.863 -6.054
H 6.842 -3.925 2.036
H -1.153 1.088 -3.827
H 2.911 -5.768 2.296
H 0.427 0.280 3.049
H -3.890 -0.089 2.615
H -2.747 -0.348 -2.923
H 6.403 -5.583 2.517
H 3.265 -5.176 0.653
H 0.425 4.105 -1.657
H 0.480 -2.322 1.434
H 1.367 2.656 -1.288
H 1.620 -5.719 1.070
H -1.237 2.520 1.267
H 6.063 -2.104 3.176
H 0.239 2.044 -3.268
H 0.786 3.686 0.020
H -1.501 3.508 -7.337
H -4.124 0.027 -1.873
*
```

=====

C24H30AsI2N4OPSc | ωB97M-V with the def2-TZVPD basis set

The value obtained for the calculated total energy is -140388.40329 eV. The relative energy (zero: lowest compared OMol25 entry of this formula, charge and spin) comes out at 36.9 kcal/mol.

The geometry in ORCA input format:
```
! wB97M-V def2-TZVPD RIJCOSX def2/J DEFGRID3
* xyz 3 1
I 1.096 -1.530 3.602
I 6.629 -3.120 1.904
As -2.275 -2.094 -1.494
Sc 0.397 -1.252 -1.402
P 0.831 1.411 -0.547
O 0.769 -1.619 0.364
N 2.472 -1.950 -1.537
N 2.328 2.804 1.328
N 1.325 4.091 -0.478
N -0.066 3.231 1.291
C -3.666 -1.462 -2.684
C -2.987 -1.994 0.337
C 4.688 -2.586 1.382
C -4.603 1.441 0.178
C 3.774 -2.337 2.371
C 2.430 -1.986 2.085
C 1.143 3.011 -1.438
C 1.049 3.069 2.154
C -5.785 1.224 0.872
C 2.492 3.963 0.320
C -2.203 -4.005 -1.837
C 0.147 4.335 0.355
C 3.300 -2.183 -2.561
C 4.625 -2.563 -2.382
C -3.710 0.395 0.001
C -5.170 -1.084 1.190
C -0.482 2.002 0.631
C 2.967 -2.108 -0.263
C -3.978 -0.875 0.507
C 2.034 -1.896 0.781
C 4.298 -2.470 0.009
C 2.263 1.475 0.638
C 5.126 -2.702 -1.106
C -6.066 -0.039 1.374
H 3.376 3.749 -0.280
H 2.656 4.861 0.914
H -1.541 -4.486 -1.118
H -5.402 -2.066 1.584
H -0.694 1.228 1.372
H -6.990 -0.215 1.907
H -2.804 0.561 -0.581
H -4.392 2.418 -0.240
H 2.152 0.698 1.398
H 2.898 -2.068 -3.562
H 0.923 2.221 2.828
H -3.203 -4.421 -1.727
H 0.299 3.238 -2.091
H 3.207 1.316 0.114
H 0.296 5.257 0.918
H 3.130 2.808 1.963
H -3.684 -0.377 -2.721
H 1.239 3.978 2.723
H -0.731 4.458 -0.276
H -4.626 -1.820 -2.316
H 6.157 -2.996 -0.954
H 2.029 2.926 -2.070
H 5.244 -2.747 -3.248
H -1.853 -4.196 -2.850
H -6.491 2.031 1.008
H -3.441 -2.964 0.544
H 4.071 -2.419 3.408
H -2.132 -1.888 1.008
H -3.482 -1.866 -3.678
H -1.405 2.187 0.083
*
```

=====

C24H30BF22O12 | ωB97M-V with the def2-TZVPD basis set

The value obtained for the calculated total energy is -110411.33708 eV.

The geometry in ORCA input format:
```
! wB97M-V def2-TZVPD RIJCOSX def2/J DEFGRID3
* xyz -2 2
F -4.168 14.953 1.331
F -14.448 11.813 2.963
F -6.474 17.946 -10.034
F -5.603 16.024 -9.447
F -4.681 17.835 -8.832
F -10.452 24.519 -2.638
F -5.856 20.192 -6.284
F -8.387 16.345 -3.718
F -9.109 16.105 -1.494
F -15.821 13.464 2.358
F -8.423 14.284 -2.688
F -14.008 13.837 3.397
F -9.698 11.669 -2.077
F -6.930 15.806 -2.063
F -4.882 21.250 -4.666
F -4.614 16.060 -0.517
F -8.959 22.971 -2.856
F -6.141 14.766 0.367
F -3.856 19.625 -5.688
F -9.054 9.698 -1.322
F -9.534 23.660 -0.861
F -8.044 11.482 -0.812
O -5.962 19.638 -3.067
O -6.592 16.273 -6.999
O -7.320 11.706 -3.720
O -7.657 18.222 -7.704
O -14.504 12.806 0.100
O -3.457 12.951 -0.205
O -4.839 13.669 -1.938
O -5.745 17.852 -4.460
O -12.585 13.769 1.141
O -10.690 20.956 -2.068
O -7.406 9.455 -3.397
O -12.316 22.627 -1.836
C -14.549 13.088 2.479
C -13.876 13.245 1.105
C -6.541 18.832 -2.033
C -9.398 19.521 -6.650
C -3.810 10.621 -1.042
C -11.138 22.308 -1.981
C -5.910 7.838 -4.317
C -11.809 13.800 -0.069
C -10.657 18.714 -2.116
C -5.669 19.041 -4.184
C -4.840 14.897 0.158
C -12.076 15.098 -0.902
C -4.350 13.759 -0.759
C -6.749 17.182 -7.812
C -6.971 19.823 -0.953
C -5.838 17.214 -9.061
C -10.015 23.404 -2.092
C -6.462 9.280 -4.502
C -11.548 19.868 -1.996
C -8.668 10.892 -1.794
C -8.499 18.212 -6.571
C -5.060 20.061 -5.246
C -2.864 11.851 -0.966
C -7.707 10.733 -3.084
B -8.229 15.664 -2.494
H -9.940 18.659 -1.297
H -11.286 15.246 -1.638
H -12.113 20.002 -1.074
H -11.220 17.781 -2.115
H -6.667 7.086 -4.094
H -12.174 19.840 -2.889
H -7.472 18.289 -2.196
H -10.104 18.627 -3.051
H -7.830 18.221 -5.710
H -3.368 9.843 -1.665
H -5.299 7.488 -5.149
H -13.007 14.988 -1.460
H -2.649 12.152 -1.991
H -4.159 10.260 -0.075
H -11.959 12.934 -0.714
H -7.518 20.651 -1.402
H -5.823 18.192 -1.522
H -7.496 19.332 -0.133
H -1.988 11.408 -0.494
H -5.315 7.803 -3.404
H -4.761 10.843 -1.527
H -10.005 19.648 -5.754
H -10.146 19.545 -7.442
H -5.610 9.957 -4.572
H -10.760 13.718 0.214
H -8.752 20.389 -6.785
H -12.249 15.942 -0.235
H -6.097 20.240 -0.452
H -9.042 17.268 -6.531
H -6.874 9.360 -5.508
*
```

=====

C24H30BrN7O2PbSi2 | ωB97M-V with the def2-TZVPD basis set

The value obtained for the calculated total energy is -130931.77314 eV. The relative energy (zero: lowest compared OMol25 entry of this formula, charge and spin) comes out at 82.9 kcal/mol.

The geometry in ORCA input format:
```
! wB97M-V def2-TZVPD RIJCOSX def2/J DEFGRID3
* xyz 2 1
Pb 0.083 0.291 -0.032
Br -1.706 0.987 3.146
Si 3.416 -1.652 0.210
Si 2.645 -0.431 3.109
O -1.048 3.592 -2.504
O -0.370 1.620 -1.704
N 2.120 1.816 0.273
N 1.534 -0.238 -2.306
N -1.299 -1.773 -3.934
N 2.093 0.514 -4.934
N -1.447 2.158 0.669
N -1.038 -1.387 -1.737
N -2.320 -2.289 -3.225
C 4.583 3.054 0.408
C 2.918 0.806 -3.933
C -2.008 2.340 1.853
C 4.442 1.734 0.816
C 3.696 -2.680 -3.588
C 0.994 -0.154 -4.621
C 3.483 3.742 -0.075
C -2.389 4.209 -0.079
C 2.270 3.080 -0.135
C -1.639 3.070 -0.289
C -0.983 2.776 -1.622
C 2.162 1.242 3.716
C 2.641 0.432 -2.632
C 2.936 -0.257 1.203
C 3.187 1.147 0.735
C -0.549 -1.237 -3.004
C 2.562 -3.248 0.352
C 4.792 -1.511 -0.911
C 1.331 -1.716 3.357
C -2.785 3.438 2.162
C 4.283 -0.991 3.762
C -2.968 4.391 1.168
C 0.708 -0.531 -3.311
C -2.162 -2.058 -1.926
H 1.715 -2.727 3.207
H 4.611 -1.933 3.315
H -2.850 -2.392 -1.166
H 3.558 4.769 -0.403
H -3.073 -2.766 -3.700
H 3.322 0.695 -1.831
H 0.472 -1.568 2.698
H 2.864 -3.906 -0.464
H 5.551 3.535 0.463
H 3.851 -3.757 -3.592
H -3.236 3.539 3.139
H 2.633 -2.448 -3.571
H 4.198 -1.152 4.840
H 1.636 1.147 4.669
H 0.965 -1.663 4.386
H -2.507 4.915 -0.889
H 0.303 -0.395 -5.418
H 4.171 -2.229 -4.456
H 1.385 3.566 -0.528
H 3.039 1.872 3.881
H 5.570 -2.271 -0.880
H 5.287 1.168 1.186
H 1.480 -3.101 0.311
H 1.497 1.762 3.024
H 5.062 -0.242 3.605
H -3.561 5.272 1.374
H 5.129 -0.561 -1.310
H 4.165 -2.263 -2.684
H 3.816 1.362 -4.174
H 2.793 -3.748 1.297
*
```

=====

C24H30ClN4O4PS2W | ωB97M-V with the def2-TZVPD basis set

The value obtained for the calculated total energy is -84817.70213 eV. The relative energy (zero: lowest compared OMol25 entry of this formula, charge and spin) comes out at 353.7 kcal/mol.

The geometry in ORCA input format:
```
! wB97M-V def2-TZVPD RIJCOSX def2/J DEFGRID3
* xyz 1 4
W -0.518 -0.040 -0.257
Cl 2.031 -2.272 -0.962
S 2.190 -0.034 0.797
S 0.345 2.272 -0.771
P 2.075 1.942 0.131
O -0.018 -0.239 -2.223
O 2.143 2.792 1.446
O -1.271 -1.942 -2.948
O 3.346 2.349 -0.667
N -2.528 0.422 -0.851
N 0.432 -2.067 -0.496
N -1.883 -1.915 0.616
N -1.246 0.585 1.771
C -1.211 1.863 2.194
C 1.988 -2.673 -2.532
C 4.547 2.721 2.112
C 0.117 -3.183 0.299
C 2.774 1.903 -3.069
C -4.864 0.008 -0.625
C 1.153 -3.973 0.641
C 1.082 -1.933 -3.489
C -1.353 -3.302 0.373
C -5.160 1.189 -1.280
C -1.975 -0.289 2.492
C 3.841 2.103 -2.024
C 2.399 -3.465 0.139
C -4.114 1.962 -1.763
C 3.104 2.644 2.543
C -2.823 1.551 -1.524
C -2.698 0.090 3.610
C -1.889 -1.721 2.074
C -3.542 -0.367 -0.449
C -2.655 1.406 4.034
C 2.791 -0.834 -0.629
C -0.198 -1.390 -2.850
C -1.885 2.305 3.313
C -3.213 -1.760 0.013
H -1.736 -3.629 -0.594
H 2.845 3.465 3.206
H -5.650 -0.645 -0.272
H -3.279 -0.651 4.142
H 5.169 2.682 3.007
H 4.754 3.654 1.590
H -4.005 -2.145 0.665
H -2.687 -2.309 2.540
H 4.507 1.246 -1.943
H 3.416 -0.484 -1.428
H 2.123 2.771 -3.144
H -0.623 2.545 1.598
H 1.083 -4.887 1.212
H -3.210 1.724 4.907
H -1.813 3.345 3.599
H 3.454 -3.600 0.281
H 3.278 1.773 -4.028
H -6.187 1.492 -1.430
H 4.827 1.885 1.472
H 4.445 2.983 -2.231
H -4.291 2.877 -2.309
H -3.215 -2.358 -0.902
H 1.557 -1.109 -4.033
H 2.881 1.704 3.047
H -0.932 -2.115 2.437
H -1.981 2.125 -1.879
H 0.763 -2.664 -4.232
H 2.741 -3.414 -2.739
H -1.711 -3.992 1.142
H 2.159 1.023 -2.873
*
```

=====

Question: The lowest calculated total energy belongs to which entry?
Answer: C24H30AsI2N4OPSc